ORCA calculation (ωB97M-V/def2-TZVPD) on a structure of composition C43H31Br2ClF2LuN5O2S.

Each line ends with the Löwdin charge.
CARTESIAN COORDINATES (ANGSTROEM)
Lu  0.04741  0.27499  0.38114  1.65
Br  2.52807  -3.30602  -2.58082  0.77
C  2.82696  -2.98309  -0.73928  -0.59
C  3.84905  -3.69862  -0.08832  -0.17
C  4.07856  -3.52969  1.24408  -0.64
Br  5.45899  -4.51984  2.07755  0.77
C  3.28417  -2.62729  2.00084  -0.18
C  3.41582  -2.39975  3.39307  -0.03
C  2.59043  -1.51558  4.01881  -0.03
C  1.62287  -0.82689  3.25709  -0.12
N  1.47218  -1.02352  1.97373  0.03
C  2.27955  -1.91196  1.32698  -0.16
C  2.01567  -2.07739  -0.08414  -0.45
O  1.06967  -1.39236  -0.64063  -0.27
H  4.45146  -4.39190  -0.65862  0.09
H  4.17486  -2.93710  3.94537  0.08
H  2.67309  -1.31997  5.07875  0.11
H  0.96451  -0.10176  3.72450  0.13
F  -3.50313  4.20037  2.70819  0.05
C  -3.09052  2.91363  2.74471  -0.28
C  -2.01974  2.52521  1.96320  -0.09
C  -1.56608  1.20363  1.97518  -0.16
C  -2.25062  0.29531  2.81269  -0.17
C  -3.33250  0.73719  3.56786  -0.22
F  -4.03853  -0.13254  4.33727  0.04
C  -3.77887  2.04193  3.56210  0.06
C  -1.83716  -1.13167  2.81330  -0.22
C  -2.04092  -2.01775  3.87621  0.00
C  -1.63596  -3.33156  3.75262  -0.05
C  -1.03713  -3.75903  2.57494  -0.04
C  -0.83275  -2.81773  1.58761  -0.14
N  -1.20634  -1.54283  1.70557  0.02
H  -1.55168  3.28168  1.34603  0.05
H  -4.62755  2.34911  4.15481  0.13
H  -2.50539  -1.67074  4.78519  0.11
H  -1.78797  -4.02188  4.57288  0.11
H  -0.71829  -4.78138  2.42901  0.11
H  -0.32987  -3.07856  0.66297  0.10
Cl  0.89792  3.96017  0.55630  0.69
C  1.91593  3.19507  1.76809  -0.59
C  2.03410  3.83139  2.99075  -0.12
C  2.84637  3.28650  3.97267  -0.11
C  3.54111  2.11636  3.68565  -0.10
C  3.40331  1.50072  2.45532  -0.08
C  2.56494  1.99693  1.43777  -0.37
C  2.32306  1.26324  0.19475  -0.23
H  1.48847  4.74965  3.16280  0.10
H  2.94599  3.77437  4.93272  0.09
H  4.20275  1.68099  4.42530  0.10
H  3.96656  0.59676  2.24559  0.11
H  3.06183  0.47597  0.04549  0.04
H  2.30977  1.93251  -0.67186  0.01
N  -1.88003  -4.45662  -2.40866  0.14
C  -2.33859  -3.31864  -1.81490  -0.37
C  -1.48873  -2.19955  -1.68493  -0.10
N  -1.88261  -1.11410  -1.05508  0.03
C  -3.13679  -1.09600  -0.57131  -0.14
C  -3.96665  -2.18079  -0.73768  -0.12
N  -3.57858  -3.30332  -1.35165  0.13
H  -0.93735  -4.52281  -2.74427  0.09
H  -2.50497  -5.23455  -2.51096  0.10
H  -0.47081  -2.22207  -2.05817  0.08
H  -3.45300  -0.21175  -0.03206  0.11
H  -4.97939  -2.15656  -0.35354  0.11
O  -0.66175  1.52214  -1.31562  -0.67
S  0.03799  2.41715  -2.33195  1.03
C  -1.31794  3.02621  -3.31181  -0.37
C  -1.06274  4.04907  -4.21337  -0.07
C  -2.10341  4.52139  -4.99722  -0.07
C  -3.37600  3.98176  -4.86137  -0.07
C  -3.61512  2.97146  -3.94086  -0.06
C  -2.58164  2.48357  -3.15267  -0.06
C  0.77120  1.29615  -3.49481  -0.37
C  0.12017  0.11930  -3.83798  -0.06
C  0.73574  -0.73913  -4.72941  -0.08
C  1.97967  -0.41679  -5.26437  -0.08
C  2.61845  0.75886  -4.90597  -0.06
C  2.01542  1.62687  -4.00291  -0.07
H  -0.06977  4.47311  -4.30460  0.11
H  -1.92486  5.31804  -5.70707  0.11
H  -4.18921  4.35642  -5.46892  0.11
H  -4.61024  2.56187  -3.82820  0.11
H  -2.74500  1.70592  -2.41834  0.10
H  -0.84092  -0.11555  -3.39847  0.10
H  0.25117  -1.66682  -5.00569  0.11
H  2.46086  -1.09624  -5.95575  0.11
H  3.59380  0.99469  -5.30986  0.11
H  2.51716  2.53203  -3.68332  0.11

relative energy (zero: lowest compared OMol25 entry of this formula, charge and spin)	0.92	kcal/mol
E_tot	-9523.272161	a.u.
charge	0
orbital gap	6.89	eV